The following is a quantum chemistry calculation of a 2-piece molecular cluster, C5H10N4O overall, from the OMol25 dataset.

Output
- Total charge: 0
- Relative energy (zero: lowest compared OMol25 entry of this formula, charge and spin): 358.4 kJ/mol
- Frontier orbital gap: 8.7 eV
- SMILES string: [H]/N=C(/C)C(N)=O.CN=C=N

Last column: natural (NBO) charge in e.
Element x y z (Å)
C -1.79111 -0.86876 1.80466  -0.405
C 1.37338 1.06847 0.71393  -0.685
N -1.05203 -0.46907 0.61781  -0.499
C -1.48854 0.13340 -0.38267  0.704
C 0.83476 -0.52390 -1.43455  0.605
C 0.96277 -0.33955 0.34223  0.288
N 1.01710 0.56353 -2.22517  -0.846
N -1.93323 1.08485 -0.98758  -0.677
N 1.72074 -1.26081 0.82959  -0.727
O 0.73178 -1.64546 -1.90873  -0.637
H 0.97648 1.48028 -1.81082  0.400
H 1.18624 0.40954 -3.20997  0.407
H -2.51031 1.14886 -1.81112  0.416
H 1.51870 -2.20508 0.50908  0.356
H -1.82383 -0.08907 2.56718  0.210
H -2.83962 -1.10669 1.62945  0.204
H -1.32552 -1.76815 2.20470  0.222
H 2.44900 1.14020 0.86367  0.248
H 1.15231 1.91054 0.06027  0.194
H 0.84095 1.33688 1.62805  0.224



The following is a quantum chemistry calculation of C19H18NO2Ti as an isolated structure, from the OMol25 dataset.

Output
- Total charge: -1
- Frontier orbital gap (alpha / beta): 5.9 / 6.6 eV
- Multiplicity: 3

Last column: natural (NBO) charge in e.
Element x y z (Å)
C 0.92034 -2.33046 3.17509  -0.322
C -0.35284 -2.56761 2.61036  -0.245
C -0.29315 -2.24663 1.25883  -0.422
H -1.25096 -2.97175 3.10930  0.214
C 1.03949 -1.71112 0.98280  -0.418
C 1.73793 -1.76094 2.19613  -0.296
H 2.78797 -1.46935 2.27280  0.204
H 1.20968 -2.56329 4.24171  0.212
H -1.08644 -2.45513 0.54525  0.219
H 1.51516 -1.55626 -0.01012  0.218
C -0.69048 2.34380 1.13516  -0.343
C -0.35661 2.18971 2.56539  -0.272
C 0.97212 1.60097 2.64950  -0.401
H -0.98651 2.42580 3.38718  0.237
C 1.50136 1.54150 1.27993  -0.310
C 0.50124 2.08172 0.39872  -0.270
H 0.65893 2.40440 -0.61839  0.226
H -1.58706 2.68794 0.76411  0.224
H 1.46229 1.30121 3.59535  0.254
H 2.46427 1.23963 1.01493  0.222
Ti -0.41471 0.10420 1.58259  1.367
O -1.47950 0.07940 0.09390  -0.786
C -2.08089 -0.55803 -1.15737  -0.106
C -0.71112 -0.82927 -1.65400  -0.070
H -2.65095 -1.50712 -0.90597  0.188
H -2.57649 0.04047 -1.90267  0.187
H -0.17921 -1.70856 -1.30190  0.207
H 1.18081 -1.77384 -3.33504  0.209
C 0.76429 -0.79368 -3.64242  -0.192
C -0.09620 -0.13535 -2.64213  -0.104
C -0.47391 1.20253 -2.98689  -0.228
H -1.07086 1.72100 -2.15366  0.219
C -0.18096 1.77674 -4.18531  -0.210
H -0.54969 2.79805 -4.30074  0.204
C 0.49175 1.07453 -5.18222  -0.260
H 0.56669 1.53741 -6.12802  0.202
C 0.96379 -0.19806 -4.90075  -0.231
H 1.48322 -0.76089 -5.68665  0.206
O -0.60505 -0.10232 5.74903  -0.676
C -1.07648 -0.08309 4.61569  0.760
N -1.47128 -0.06826 3.47051  -0.820



The following is a quantum chemistry calculation of an isolated molecule of HN3O4, from the OMol25 dataset.

Output
- Total charge: 0
- Relative energy (zero: lowest compared OMol25 entry of this formula, charge and spin): 248.5 kJ/mol
- Frontier orbital gap: 9.9 eV
- SMILES string: O=NN(O)[N+](=O)[O-]

Last column: natural (NBO) charge in e.
Element x y z (Å)
N 1.03947 2.03213 1.19027  0.258
N 0.50587 1.05911 0.45480  0.042
N 0.59230 1.26579 -1.07974  0.634
O 0.94899 1.92392 2.40816  -0.342
O 1.08525 2.27315 -1.44767  -0.293
O 0.18658 0.30667 -1.65580  -0.306
O -0.09620 -0.14347 0.61962  -0.488
H -1.03926 -0.03840 0.95848  0.495



The following is a quantum chemistry calculation of C31H40As2I2N5O2Ti as an isolated structure, from the OMol25 dataset.

Output
- Total charge: +1
- Relative energy (zero: lowest compared OMol25 entry of this formula, charge and spin): 39.0 kJ/mol
- Frontier orbital gap (alpha / beta): 6.2 / 7.0 eV
- Multiplicity: 3

Last column: Löwdin spin population.
Element x y z (Å)
Ti -0.24867 0.35584 -0.23394  1.708
C -1.88688 3.88096 0.87455  0.004
As -1.21109 2.24112 1.65509  0.029
C -0.36650 2.95452 3.26445  0.005
C -2.81992 1.49743 2.48208  0.001
C -3.78322 2.33578 3.03654  0.000
C -4.91469 1.81336 3.64354  0.000
C -5.09058 0.43840 3.70977  0.000
C -4.13503 -0.40608 3.16622  0.000
C -3.00001 0.11250 2.54815  0.003
As -1.65202 -1.06080 1.77047  0.017
C -2.64159 -2.71814 1.53974  0.001
C -0.64029 -1.52813 3.36758  0.002
H -2.62172 3.61728 0.11623  0.000
H -1.05647 4.38297 0.37960  0.000
H -2.31975 4.54982 1.61535  0.000
H -1.07129 3.56683 3.82461  0.000
H 0.49087 3.56260 2.97574  0.000
H -0.02751 2.13485 3.89798  0.000
H -3.65456 3.40992 2.99042  0.000
H -5.65850 2.47825 4.06262  0.000
H -5.97083 0.02296 4.18230  0.000
H -4.28214 -1.47692 3.22369  0.000
H -2.97687 -3.12875 2.48948  0.000
H -1.98620 -3.43911 1.05197  0.000
H -3.49924 -2.53538 0.89380  0.000
H -1.32071 -1.78996 4.17546  0.000
H -0.02649 -0.67901 3.66517  0.000
H 0.01006 -2.37399 3.14576  0.000
I -3.47601 3.03356 -3.25833  0.002
C -1.45808 2.60357 -3.58095  0.009
C -0.84261 2.93157 -4.79848  -0.003
C 0.47622 2.64023 -5.01854  0.008
I 1.32124 3.16781 -6.86135  0.001
C 1.24475 1.98870 -4.02408  0.000
C 2.60230 1.62324 -4.13720  0.024
C 3.22483 0.98313 -3.10228  -0.002
C 2.50302 0.68553 -1.93955  0.028
N 1.23501 1.00548 -1.79058  0.006
C 0.60088 1.66384 -2.80597  0.007
C -0.77376 1.98601 -2.55209  0.002
O -1.29336 1.68179 -1.39300  0.022
H -1.41985 3.42254 -5.56969  0.000
H 3.14645 1.85020 -5.04454  0.001
H 4.26639 0.70228 -3.17701  -0.001
H 2.96989 0.17427 -1.10571  0.002
C 5.62553 -1.79227 1.76255  0.000
C 4.31370 -1.86981 2.53253  0.001
N 3.40797 -0.75406 2.24895  0.010
C 3.71983 0.52798 2.87818  0.001
C 4.32421 1.55915 1.92867  0.000
C 2.36344 -0.85438 1.40266  0.014
C 2.11986 -2.16893 0.71369  0.007
N 1.54179 0.11749 1.14177  0.018
H 6.24446 -2.65945 1.99256  0.000
H 6.18774 -0.89858 2.03349  0.000
H 5.44427 -1.77317 0.68638  0.000
H 4.51166 -1.86530 3.60563  0.000
H 3.80598 -2.80516 2.31662  0.000
H 4.41958 0.32215 3.68693  0.000
H 2.81500 0.92502 3.34826  0.000
H 5.27917 1.21434 1.53411  0.000
H 4.49684 2.49204 2.46596  0.000
H 3.66983 1.77149 1.08253  0.000
H 1.83080 -2.93637 1.43214  0.000
H 3.00724 -2.51818 0.18500  0.001
H 1.30840 -2.04257 -0.00028  0.004
H 1.74385 0.97559 1.63954  0.004
N -3.53588 -3.67274 -5.28589  0.001
C -2.24178 -3.74760 -4.89776  0.002
O -1.45343 -4.52732 -5.38862  0.003
C -1.80316 -2.83973 -3.77492  0.012
C -0.44158 -2.76078 -3.52759  -0.002
C 0.02204 -1.94328 -2.51961  0.016
N -0.78942 -1.22535 -1.73206  0.013
C -2.10548 -1.30999 -1.96655  0.016
C -2.64761 -2.08903 -2.97049  -0.002
H -3.82566 -4.26330 -6.04715  0.000
H -4.17282 -2.97213 -4.95716  0.000
H 0.22920 -3.34053 -4.14722  0.000
H 1.08396 -1.83920 -2.33339  0.002
H -2.74252 -0.70254 -1.33400  0.003
H -3.72240 -2.09635 -3.09054  0.000